Entry 1:
15
Properties=species:S:1:pos:R:3 method="wB97M-V/def2-TZVPD" multiplicity=1 e_homo_ev="-6.99 / -6.99" de_lowest_ev=5.944
O 2.313 0.471 0.657
N -2.549 -0.520 0.003
N -0.128 1.995 0.475
C 0.772 -0.663 -0.729
C 1.535 0.498 -0.435
C -1.265 -0.281 0.628
C -0.774 1.014 0.592
H 0.901 -1.549 -0.123
H 2.614 1.369 0.849
H -2.672 -1.513 -0.168
H -1.042 -0.799 1.568
H 0.134 -0.668 -1.604
H 1.526 1.368 -1.079
H 1.939 -0.520 -1.297
H -3.306 -0.249 0.629

Entry 2:
15
Properties=species:S:1:pos:R:3 method="wB97M-V/def2-TZVPD" multiplicity=1 e_homo_ev=-9.37 de_lowest_ev=2.876
O 1.356 -0.140 -1.306
N -0.717 -0.106 -0.196
N -2.737 0.984 -1.086
C 1.339 0.783 0.873
C 0.561 0.536 -0.399
C -1.676 0.659 -0.722
C -0.863 -1.378 0.477
H -1.869 -1.762 0.315
H -0.124 -2.073 0.073
H 0.879 -0.256 -2.138
H 2.206 1.398 0.646
H 0.714 1.287 1.605
H 1.692 -0.163 1.284
H -0.069 1.491 -0.976
H -0.693 -1.262 1.550

Entry 3:
15
Properties=species:S:1:pos:R:3 method="wB97M-V/def2-TZVPD" multiplicity=1 e_homo_ev=-6.69 de_lowest_ev=5.734
O 2.138 1.010 0.380
N 0.278 -0.438 0.487
N -0.818 0.922 -1.633
C -1.615 -0.711 -0.071
C 0.259 1.366 -1.047
C 0.887 0.617 -0.043
C 0.820 -1.388 1.193
H -2.399 0.011 -0.247
H -1.777 -1.168 0.896
H 1.886 -1.583 1.173
H 0.669 2.365 -1.208
H -1.354 1.678 -2.060
H -1.403 -1.386 -0.887
H 2.248 0.753 1.308
H 0.181 -2.051 1.759

Entry 4:
15
Properties=species:S:1:pos:R:3 method="wB97M-V/def2-TZVPD" multiplicity=1 e_homo_ev=-8.35 de_lowest_ev=3.893
O -3.195 -0.478 0.803
N -2.227 -0.117 -0.083
N 0.065 0.145 -0.030
C -0.944 -0.552 0.259
C 1.310 -0.528 0.045
C 2.859 1.405 -0.746
C 2.464 0.025 -0.292
H 1.326 -1.509 0.527
H -1.007 -1.522 0.872
H -2.250 0.910 -0.165
H 3.634 1.876 -0.011
H -3.818 -0.998 0.187
H 1.959 1.994 -0.921
H 3.405 1.408 -1.701
H 3.309 -0.627 -0.017

Entry 5:
15
Properties=species:S:1:pos:R:3 method="wB97M-V/def2-TZVPD" multiplicity=1 e_homo_ev=-8.52 de_lowest_ev=6.096
O 0.743 0.767 -1.838
N -0.410 -0.547 -0.086
N -1.239 0.697 -0.388
C -0.790 -1.809 -0.694
C 0.748 0.516 1.637
C 1.129 1.463 0.699
C 0.135 0.634 -0.795
H -0.129 -2.580 -0.291
H 2.117 1.383 0.264
H -0.103 0.688 2.281
H -1.815 -2.082 -0.436
H -0.679 -1.792 -1.782
H 1.397 -0.305 1.909
H -1.798 0.516 -1.223
H 0.694 2.452 0.742

Entry 6:
15
Properties=species:S:1:pos:R:3 method="wB97M-V/def2-TZVPD" multiplicity=1 e_homo_ev=-8.34 de_lowest_ev=2.444
O -1.710 1.597 -1.264
N -1.574 0.765 0.831
N 0.404 -1.948 0.389
C -1.190 0.848 -0.477
C 0.148 0.068 -0.824
C 1.373 0.683 -0.145
C -0.331 -1.289 -0.478
H -2.454 1.204 1.064
H 1.305 -1.639 0.762
H 0.134 -2.882 0.642
H 2.280 0.158 -0.445
H -1.346 -0.069 1.350
H 1.299 0.642 0.940
H 1.454 1.730 -0.431
H 0.209 0.133 -1.916

Entry 7:
15
Properties=species:S:1:pos:R:3 method="wB97M-V/def2-TZVPD" multiplicity=1 e_homo_ev="-6.30 / -6.25" de_lowest_ev=5.587
O -0.624 2.086 -0.096
N 3.012 -0.327 -0.683
N -0.670 -0.296 0.116
C -1.150 -0.447 -1.222
C -0.559 -1.478 0.756
C -0.463 0.902 0.667
C 2.655 0.283 0.249
H 0.154 0.987 1.649
H -1.145 -1.453 -1.502
H -2.149 -0.112 -1.448
H -0.585 0.125 -1.864
H 0.053 -1.569 1.661
H -0.971 -2.355 0.268
H 2.600 0.829 1.082
H -0.159 2.825 0.367

Entry 8:
15
Properties=species:S:1:pos:R:3 method="wB97M-V/def2-TZVPD" multiplicity=1 e_homo_ev="-7.78 / -7.78" de_lowest_ev=8.058
O -2.015 0.617 0.153
N 2.595 -0.031 0.032
N -1.220 0.256 -1.072
C -3.027 -0.320 0.474
C 3.837 0.140 0.440
C -0.069 -0.451 -0.737
C 1.240 0.189 -0.326
H -0.316 -1.386 -0.264
H -0.943 1.142 -1.428
H 1.325 1.187 -0.475
H 4.117 0.762 1.190
H 4.537 -0.440 0.032
H -3.133 -1.279 -0.075
H -4.075 0.129 0.406
H -2.853 -0.513 1.650

Entry 9:
15
Properties=species:S:1:pos:R:3 method="wB97M-V/def2-TZVPD" multiplicity=1 e_homo_ev=-9.18 de_lowest_ev=2.266
O -1.030 1.442 -0.242
N 1.096 -0.129 -1.354
N 1.397 -0.401 1.577
C -0.712 0.942 0.804
C -1.503 1.037 2.082
C 0.537 0.156 1.029
C 0.646 -1.393 -1.916
H 0.668 -2.157 -1.131
H -2.346 1.715 1.949
H -0.848 1.379 2.889
H -1.857 0.036 2.356
H 2.043 -0.204 -1.000
H 1.246 -1.758 -2.763
H 1.055 0.623 -2.032
H -0.391 -1.289 -2.250

Entry 10:
15
Properties=species:S:1:pos:R:3 method="wB97M-V/def2-TZVPD" multiplicity=1 e_homo_ev=-7.20 de_lowest_ev=5.705
O -0.547 1.581 0.269
N 1.092 -0.502 0.401
N -0.177 -0.590 0.357
C 1.841 -0.207 1.608
C -1.416 1.394 -0.603
C -0.729 -0.881 -0.936
C -1.792 0.259 -1.248
H 1.970 0.928 1.679
H 2.776 -0.741 1.582
H -1.294 -1.769 -0.744
H -2.528 0.200 -2.047
H 0.037 -0.948 -1.576
H -2.083 2.222 -0.783
H 1.120 -0.590 2.362
H 1.731 -0.356 -0.320

Entry 11:
15
Properties=species:S:1:pos:R:3 method="wB97M-V/def2-TZVPD" multiplicity=1 e_homo_ev=-8.76 de_lowest_ev=3.930
O 0.262 2.175 -0.195
N -1.594 0.473 -0.027
N -0.381 -2.208 0.869
C -0.487 -1.292 -0.070
C 1.832 -0.338 0.060
C -0.162 0.991 -0.744
C 0.584 -0.242 -0.408
H 2.498 0.519 0.101
H 2.172 -1.259 0.525
H -2.427 0.667 -0.582
H -1.629 0.898 0.897
H 0.142 -1.839 1.668
H -0.403 1.091 -1.801
H 0.595 1.988 0.697
H -1.002 -1.625 -0.987

Entry 12:
15
Properties=species:S:1:pos:R:3 method="wB97M-V/def2-TZVPD" multiplicity=1 e_homo_ev="-9.40 / -9.39" de_lowest_ev=7.117
O 0.810 -2.170 -1.133
N 0.487 1.375 1.795
N 1.025 -1.747 0.789
C -0.384 -0.416 -1.199
C -0.270 0.977 -0.582
C -0.270 0.540 0.888
C 0.348 -0.783 0.575
H -1.056 1.677 -0.895
H -1.307 0.330 1.204
H 0.033 2.281 1.873
H 0.501 0.965 2.724
H 1.057 -2.899 -1.746
H -0.068 -0.496 -2.234
H 0.707 1.418 -0.806
H -1.351 -0.894 -1.049

- What is the multiplicity in the third record?
  1